(1)
ORCA calculation (ωB97M-V with the def2-TZVPD basis set) on a structure of composition C23H36MnN9O3S2 in a non-equilibrium geometry.

The geometry in ORCA input format:
```
! RIJCOSX wB97M-V def2-TZVPD def2/J DEFGRID3
* xyz 1 6
Mn -14.9175 1.0205 -16.0619
N -16.8166 0.7450 -14.9854
C -18.2135 1.1316 -15.3383
C -18.3938 1.7438 -16.8156
C -18.3040 0.6595 -17.9237
C -17.0012 -0.1117 -18.1034
N -15.8178 0.7871 -18.1348
H -16.7737 -0.2597 -15.1252
H -16.7261 0.8383 -13.9336
H -18.5608 1.9068 -14.5928
H -18.9377 0.3090 -15.2767
H -17.7813 2.5544 -16.9667
H -19.4518 2.1830 -16.8069
H -18.4106 1.2195 -18.8591
H -19.1159 -0.0586 -17.8406
H -17.1337 -0.7809 -18.9683
H -16.8896 -0.7182 -17.2141
H -15.9654 1.5928 -18.8006
H -14.9976 0.1923 -18.3662
O -12.9083 1.6640 -17.2184
C -12.6521 3.0094 -17.4694
C -13.5406 3.9502 -16.6442
C -13.3019 5.3116 -16.6377
C -14.0053 6.0783 -15.7309
C -15.0826 5.4896 -15.0135
C -15.3288 4.1527 -15.2257
N -14.4888 3.3829 -15.9308
H -12.1217 1.0741 -17.3565
H -12.8211 3.2298 -18.5315
H -11.6053 3.2649 -17.2169
H -12.4830 5.6870 -17.2509
H -13.7272 7.0888 -15.5247
H -15.6908 6.0460 -14.3329
H -16.0959 3.6430 -14.7174
N -12.3001 -7.4682 -16.7484
C -12.5481 -6.1043 -17.0383
C -11.4407 -5.2832 -17.2949
C -11.6470 -3.9023 -17.3251
C -12.9289 -3.4050 -17.1920
C -14.0080 -4.2286 -17.0430
C -13.8223 -5.6268 -16.9146
S -13.2726 -1.6724 -17.5182
O -12.0150 -1.0082 -17.6461
O -14.2281 -1.6839 -18.5998
N -14.0580 -1.0809 -16.2554
C -13.5541 -1.0912 -15.0343
N -13.9850 0.0428 -14.3253
C -13.5496 0.1562 -13.0627
C -12.8009 -0.7928 -12.4275
C -12.4596 -1.8724 -13.2019
N -12.7864 -2.0285 -14.4778
H -11.5044 -7.8493 -17.2182
H -13.0826 -8.1107 -16.8966
H -10.4683 -5.7429 -17.2764
H -10.7462 -3.2461 -17.3324
H -14.9935 -3.7911 -16.9369
H -14.5974 -6.2828 -16.6184
H -13.9564 1.0216 -12.5456
H -12.4993 -0.6742 -11.3786
H -11.9189 -2.7387 -12.7688
C -17.2437 5.6211 -10.7922
N -17.2679 4.3175 -11.4706
C -16.3527 3.3213 -11.3361
S -16.9118 1.7268 -11.6102
N -15.0971 3.5750 -10.9214
C -14.4045 4.8227 -10.8864
H -16.5425 5.6198 -9.9003
H -18.2525 5.7889 -10.4468
H -16.9636 6.4187 -11.4450
H -18.1815 3.9329 -11.6434
H -14.6266 2.7253 -10.6496
H -14.6733 5.4939 -11.6890
H -13.2975 4.7564 -11.0124
H -14.6282 5.3204 -9.9207
*
```

Calculated values
LUMO level (spin up / spin down) (Ha): -0.0827 / -0.0849
⟨S²⟩: 8.753
Energy (eV): -96976.27439

=====

(2)
ORCA calculation (ωB97M-V with the def2-TZVPD basis set) on the molecule C24H29N3O6S in a non-equilibrium geometry.

The geometry in ORCA input format:
```
! RIJCOSX wB97M-V def2-TZVPD def2/J DEFGRID3
* xyz 0 1
C 1.8702 -1.6558 -5.0844
O 1.8069 -1.0049 -3.8329
C 0.6193 -0.7457 -3.2213
C 0.7039 0.2222 -2.2237
C -0.4156 0.5731 -1.4886
C -0.3137 1.5182 -0.4077
N 0.7559 2.0805 0.0738
N 0.3909 2.7931 1.1533
C -0.8880 2.6308 1.2867
S -1.9063 3.2205 2.5496
C -3.0476 1.7890 2.7270
C -2.4986 0.4455 2.2437
O -3.1922 -0.2176 1.4900
C -1.1771 0.0857 2.6852
C -0.3812 0.7227 3.6852
C 0.8647 0.1785 3.6302
C 2.0771 0.4928 4.4263
N 0.8696 -0.7827 2.6430
C 2.0420 -1.4648 2.1695
C 2.8391 -0.5993 1.1712
C 3.3553 -1.3529 -0.0570
C 4.5289 -0.4710 -0.4703
C 5.0698 -0.0026 0.8845
O 4.0020 -0.0947 1.8160
C -0.3525 -0.8574 2.0681
C -0.6724 -1.8136 0.9789
O -1.4118 1.8553 0.3143
C -1.6412 -0.0398 -1.7399
C -1.7378 -1.0272 -2.7045
O -2.8875 -1.7214 -2.9383
C -4.0312 -1.4053 -2.1747
C -0.6075 -1.3861 -3.4733
O -0.6353 -2.3831 -4.4143
C -1.7596 -2.5014 -5.2649
H 2.9111 -1.5631 -5.3946
H 1.6017 -2.7108 -5.0080
H 1.2290 -1.1694 -5.8233
H 1.6494 0.7018 -2.0374
H -3.2657 1.7392 3.7943
H -3.9643 2.0087 2.1785
H -0.7006 1.4852 4.3660
H 1.8851 1.3642 5.0450
H 2.9184 0.7011 3.7674
H 2.3468 -0.3420 5.0752
H 1.7366 -2.3979 1.6936
H 2.6936 -1.6939 3.0156
H 2.2140 0.2486 0.8467
H 2.6020 -1.4504 -0.8346
H 3.7082 -2.3433 0.2376
H 5.2793 -1.0008 -1.0520
H 4.1675 0.3798 -1.0471
H 5.4298 1.0302 0.8554
H 5.8844 -0.6481 1.2368
H -1.6946 -1.6459 0.6546
H -0.5923 -2.8403 1.3392
H -0.0015 -1.6902 0.1286
H -2.4905 0.2317 -1.1370
H -3.8547 -1.5339 -1.1035
H -4.7980 -2.1057 -2.5021
H -4.3692 -0.3828 -2.3671
H -2.5613 -3.0725 -4.7944
H -1.4008 -3.0337 -6.1467
H -2.1412 -1.5219 -5.5619
*
```

Calculated values
LUMO level (Ha): 0.0173
SMILES string: COc1cc(-c2nnc(SCC(=O)c3cc(C)n(C[C@@H]4CCCO4)c3C)o2)cc(OC)c1OC
Energy (eV): -52947.24015